Record 1
Formula: C20H20BrN3O5OsS2
Source: the OMol25 dataset
Level of theory: wB97M-V/def2-TZVPD

Cartesian coordinates (Å):
Os1 -0.985 -0.019 0.308
O1 -1.406 0.063 2.321
S1 -2.220 -1.209 2.654
O2 -1.429 -2.078 3.475
O3 -3.556 -0.901 3.034
S2 -2.209 -1.920 0.668
C1 2.292 -1.882 4.172
C2 2.302 -1.033 2.905
C3 3.692 -1.039 2.277
C4 1.865 0.399 3.239
N1 1.349 -1.704 1.997
N2 1.113 -0.971 0.787
H1 2.974 -1.461 4.910
H2 2.601 -2.903 3.948
H3 1.292 -1.913 4.609
H4 4.415 -0.607 2.970
H5 3.730 -0.444 1.360
H6 3.998 -2.059 2.043
H7 2.518 0.823 4.004
H8 0.841 0.411 3.615
H9 1.921 1.062 2.371
H10 0.464 -1.795 2.487
H11 1.354 -1.573 0.007
H12 1.684 -0.128 0.702
N3 0.076 -1.007 -9.528
C5 -0.062 -0.895 -8.393
C6 -0.235 -0.756 -6.972
C7 -1.365 -1.295 -6.357
C8 -1.531 -1.161 -4.994
C9 -0.570 -0.487 -4.233
C10 0.560 0.053 -4.857
C11 0.726 -0.082 -6.221
C12 -0.741 -0.344 -2.828
C13 -0.866 -0.217 -1.613
H13 -2.103 -1.813 -6.953
H14 -2.404 -1.572 -4.505
H15 1.297 0.576 -4.263
H16 1.596 0.333 -6.712
Br1 1.482 8.412 0.063
C14 1.275 6.533 0.046
C15 2.302 5.743 -0.450
C16 2.146 4.369 -0.456
C17 0.974 3.792 0.023
C18 -0.046 4.599 0.515
C19 0.102 5.976 0.530
C20 0.851 2.308 0.000
O4 1.754 1.584 -0.387
O5 -0.301 1.850 0.449
H17 3.208 6.201 -0.821
H18 2.930 3.726 -0.832
H19 -0.952 4.145 0.890
H20 -0.683 6.612 0.913

The expectation value of S² is 6.065. As for the HOMO energy (spin up / spin down): -9.0 / -9.6 eV. The value obtained for the energy above the lowest of the compared OMol25 structures with the same formula, charge and spin is 0.0 kJ/mol. The value obtained for the LUMO energy (spin up / spin down) is -0.663 / -2.986 eV. Its spin multiplicity is 5. For the HOMO-LUMO gap (spin up / spin down), the calculation gives 8.380 / 6.568 eV.

Atomic partial charges in e from the natural (NBO) method, atoms 1 to 2:
1. Os 1.42
2. O -0.97



Record 2
Formula: C20H20ClIMnN11O5
Source: the OMol25 dataset
Level of theory: wB97M-V/def2-TZVPD

Cartesian coordinates (Å):
Mn1 -1.459 -1.128 0.020
N1 1.112 -2.366 -1.886
C1 -0.090 -2.122 -2.501
N2 -0.307 -2.326 -3.782
N3 -1.604 -1.976 -3.952
N4 -2.129 -1.588 -2.856
N5 -1.178 -1.663 -1.876
C2 1.277 -2.336 -0.529
N6 2.347 -2.789 0.096
N7 2.072 -2.587 1.404
N8 0.925 -2.043 1.559
N9 0.370 -1.861 0.327
H1 1.838 -2.789 -2.436
C3 3.364 0.469 0.395
O1 2.295 0.850 -0.458
C4 2.455 1.971 -1.196
C5 3.696 2.491 -1.534
C6 3.799 3.596 -2.373
C7 2.654 4.187 -2.874
C8 1.409 3.697 -2.507
C9 1.279 2.604 -1.655
N10 0.002 2.151 -1.327
C10 -0.479 1.515 -0.205
C11 -0.029 1.612 1.131
C12 0.871 2.590 1.603
C13 1.211 2.678 2.939
C14 0.658 1.788 3.856
C15 -0.224 0.808 3.417
C16 -0.568 0.696 2.076
O2 -1.393 -0.302 1.705
H2 2.958 -0.265 1.083
H3 3.727 1.336 0.954
H4 4.182 0.018 -0.172
H5 4.589 2.009 -1.163
H6 4.777 3.979 -2.635
H7 2.720 5.041 -3.536
H8 0.507 4.180 -2.864
H9 -0.709 2.318 -2.023
H10 -1.483 1.157 -0.388
H11 1.281 3.308 0.904
H12 1.896 3.449 3.271
H13 0.915 1.849 4.906
H14 -0.651 0.099 4.116
N11 -1.714 -2.763 2.984
C17 -2.057 -3.487 1.924
O3 -2.269 -3.004 0.806
C18 -2.194 -4.978 2.105
I1 -0.260 -5.854 1.991
H15 -1.493 -1.778 2.800
H16 -1.331 -3.222 3.791
H17 -2.783 -5.377 1.288
H18 -2.623 -5.243 3.067
Cl1 -6.224 1.357 -1.049
C19 -5.158 0.019 -1.575
C20 -3.699 0.304 -1.241
O4 -3.131 1.263 -1.724
O5 -3.193 -0.595 -0.456
H19 -5.247 -0.059 -2.655
H20 -5.505 -0.887 -1.093

The expectation value of S² is 8.815. As for the HOMO energy (spin up / spin down): -3.4 / -5.6 eV. As for the total charge: -1. The value obtained for the energy above the lowest of the compared OMol25 structures with the same formula, charge and spin is 97.9 kJ/mol. The value obtained for the LUMO energy (spin up / spin down) is 2.019 / 1.990 eV. Its spin multiplicity is 6. For the HOMO-LUMO gap (spin up / spin down), the calculation gives 5.380 / 7.574 eV.

Atomic partial charges in e from the natural (NBO) method, atoms 1 to 2:
1. Mn 1.64
2. N -0.58



Record 3
Formula: C20H20ClN5OPY
Source: the OMol25 dataset
Level of theory: wB97M-V/def2-TZVPD

Cartesian coordinates (Å):
Y1 0.684 -0.606 0.405
Cl1 -0.013 -2.908 0.032
C1 0.258 1.767 0.208
O1 0.078 2.910 0.266
P1 0.036 0.189 -2.352
C2 -1.482 -0.221 -3.300
C3 0.521 1.779 -3.098
C4 1.298 -0.996 -3.038
C5 1.723 1.966 -3.804
C6 2.054 3.233 -4.295
C7 1.187 4.313 -4.096
C8 -0.012 4.130 -3.394
C9 -0.337 2.870 -2.892
H1 2.390 1.121 -3.982
H2 2.992 3.375 -4.838
H3 1.444 5.301 -4.483
H4 -0.697 4.967 -3.245
H5 -1.272 2.722 -2.348
C10 -2.414 -1.083 -2.689
C11 -3.616 -1.388 -3.327
C12 -3.892 -0.868 -4.599
C13 -2.960 -0.036 -5.229
C14 -1.761 0.292 -4.581
H6 -2.183 -1.514 -1.710
H7 -4.342 -2.034 -2.830
H8 -4.835 -1.112 -5.092
H9 -3.168 0.364 -6.224
H10 -1.052 0.956 -5.081
C15 1.093 -1.715 -4.225
C16 2.085 -2.586 -4.689
C17 3.263 -2.764 -3.958
C18 3.446 -2.077 -2.755
C19 2.480 -1.183 -2.290
H11 0.162 -1.591 -4.785
H12 1.933 -3.131 -5.619
H13 4.037 -3.441 -4.319
H14 4.353 -2.221 -2.168
H15 2.688 -0.592 -1.374
H16 -3.080 -3.860 -0.286
H17 -2.399 -4.167 -0.383
N1 0.924 0.842 5.445
N2 0.351 0.116 4.401
N3 -0.906 -0.350 4.573
C20 -1.244 -0.675 3.328
N4 -0.271 -0.362 2.424
N5 0.741 0.239 3.138
H18 1.930 0.873 5.308
H19 0.713 0.341 6.305
H20 -2.195 -1.120 3.075

As for the HOMO energy: -14.3 eV. As for the total charge: +2. The value obtained for the LUMO energy is -8.005 eV. Its spin multiplicity is 1. For the HOMO-LUMO gap, the calculation gives 6.289 eV.

Atomic partial charges in e from the natural (NBO) method, atoms 1 to 2:
1. Y 1.90
2. Cl -0.53



Record 4
Formula: C20H20F5N3O4ReS3Se3
Source: the OMol25 dataset
Level of theory: wB97M-V/def2-TZVPD

Cartesian coordinates (Å):
Re1 1.786 -0.986 0.047
C1 -3.410 -0.853 2.051
Se1 -1.898 -0.369 0.929
C2 -1.956 -1.930 -0.240
C3 -1.342 -3.143 0.427
Se2 0.268 -2.569 1.413
C4 1.169 -4.294 1.466
H1 -4.303 -0.952 1.439
H2 -3.537 -0.034 2.755
H3 -3.206 -1.775 2.591
H4 -1.363 -1.642 -1.103
H5 -2.980 -2.109 -0.567
H6 -1.058 -3.919 -0.284
H7 -2.002 -3.567 1.184
H8 0.735 -4.860 2.285
H9 2.226 -4.128 1.654
H10 1.027 -4.809 0.520
O1 0.654 0.633 0.510
N1 1.330 1.732 0.901
C5 0.692 2.562 1.749
C6 1.281 3.746 2.097
C7 2.532 4.058 1.564
C8 3.157 3.182 0.703
C9 2.536 1.985 0.355
S1 3.193 0.826 -0.752
H11 -0.278 2.222 2.089
H12 0.761 4.413 2.767
H13 3.010 4.994 1.817
H14 4.132 3.383 0.284
F1 -3.926 5.084 0.975
C10 -3.054 4.029 0.896
C11 -3.282 3.086 -0.235
F2 -4.490 2.674 -0.570
C12 -2.133 2.624 -0.737
F3 -2.003 1.682 -1.677
C13 -1.010 3.274 -0.105
Se3 0.697 3.088 -0.561
C14 -1.554 4.120 0.980
F4 -0.841 5.259 1.241
C15 -2.366 3.535 2.101
F5 -2.326 2.122 2.206
O2 3.160 -2.491 -0.236
S2 4.221 -2.211 0.880
O3 4.514 -3.423 1.580
O4 5.298 -1.434 0.360
S3 3.010 -1.000 2.064
N2 1.246 -3.514 -2.079
C16 0.693 -2.375 -2.594
C17 -0.063 -2.427 -3.773
C18 -0.685 -1.295 -4.236
C19 -0.538 -0.093 -3.540
C20 0.222 -0.098 -2.406
N3 0.818 -1.219 -1.914
H15 1.304 -4.294 -2.713
H16 2.043 -3.419 -1.462
H17 -0.148 -3.373 -4.291
H18 -1.293 -1.337 -5.130
H19 -1.018 0.823 -3.851
H20 0.346 0.804 -1.824

The expectation value of S² is 3.773. As for the HOMO energy (spin up / spin down): -6.6 / -6.6 eV. The value obtained for the energy above the lowest of the compared OMol25 structures with the same formula, charge and spin is 248.1 kJ/mol. The value obtained for the LUMO energy (spin up / spin down) is -1.042 / -2.371 eV. Its spin multiplicity is 4. For the HOMO-LUMO gap (spin up / spin down), the calculation gives 5.555 / 4.225 eV.

Atomic partial charges in e from the natural (NBO) method, atoms 1 to 2:
1. Re 1.12
2. C -0.79



Number 1: electronic energy -4775.57733 a.u.. Number 2: electronic energy -3661.69471 a.u.. Number 3: electronic energy -1962.44636 a.u.. Number 4: electronic energy -10215.49164 a.u..